(1)
30
Properties=species:S:1:pos:R:3:forces:R:3:nbo_charge:R:1 method="wB97M-V/def2-TZVPD" energy_ev=-16569.6591 charge=+2 e_above_lowest_kj_mol=274.8 lumo_ha=-0.3263 homo_lumo_gap_ev=7.43 spin_multiplicity=1 molar_mass_g_mol=192.27
C -0.5768 -0.1420 -2.5246 -1.761 0.035 0.722 -0.27
C 0.1042 -0.0369 -1.3733 -0.035 1.021 0.519 0.09
C -0.5532 1.0016 -0.5423 -0.770 -0.250 0.802 -0.02
C -1.7631 0.6149 -2.4077 0.798 1.497 -0.004 0.43
C 1.9573 -1.4769 -1.8981 3.424 1.949 2.401 -0.19
C 1.4086 -0.5027 -1.1620 2.525 0.920 1.443 -0.30
C 1.5202 0.0800 2.7704 0.646 2.501 -0.807 0.32
C -0.3213 1.4390 0.7045 0.842 -1.480 -0.702 0.61
C -2.7671 1.0018 -3.3868 -1.581 -0.072 -0.021 -0.71
C 0.0353 -1.5705 1.8549 0.788 0.250 -1.273 -0.46
N -1.7211 1.3068 -1.2691 -0.786 0.074 -0.676 -0.49
N 2.0591 -0.6706 3.7293 0.181 2.099 -0.911 -0.76
N -0.2458 2.3850 1.5545 0.564 1.100 -1.456 -0.69
N 0.5876 -0.2213 1.9586 -0.194 0.075 -0.685 -0.49
H -0.2968 -0.6848 -3.3577 0.483 -0.984 -1.493 0.26
H 3.0663 -1.6755 -1.9323 -1.446 0.209 0.247 0.25
H 1.3431 -2.1332 -2.3347 -2.105 -2.342 -2.258 0.20
H 1.9675 0.1670 -0.4290 -0.212 -1.226 -1.256 0.23
H 1.9310 1.1216 2.5471 -0.276 -1.216 1.097 0.19
H -3.6571 1.6059 -2.9529 1.652 -0.970 -0.994 0.26
H -2.3019 1.4021 -4.2852 0.308 1.030 0.232 0.31
H -3.0999 0.1164 -3.8984 -0.883 -0.797 0.216 0.29
H 0.5944 -2.4453 2.2938 -0.028 1.093 -0.613 0.22
H -0.0082 -1.6331 0.7351 -0.585 -0.997 1.145 0.22
H -0.9003 -1.5370 2.3529 -1.237 -0.331 -0.020 0.23
H -2.4123 2.0465 -1.2598 0.368 0.300 1.196 0.46
H 2.4310 -0.1367 4.5039 0.286 -0.906 0.180 0.44
H 1.6928 -1.5771 3.7283 -0.164 -1.529 1.160 0.41
H 0.0931 3.3565 1.2465 -0.733 -1.731 0.983 0.48
H -0.3829 2.0736 2.5000 -0.067 0.678 0.826 0.46

---

(2)
31
Properties=species:S:1:pos:R:3:forces:R:3:nbo_charge:R:1 method="wB97M-V/def2-TZVPD" energy_ev=-18615.8249 charge=+2 e_above_lowest_kj_mol=427.7 lumo_ha="-0.3184 / -0.3183" homo_lumo_gap_ev="7.62 / 7.63" spin_multiplicity=1 molar_mass_g_mol=208.27
C 2.2053 1.4474 -0.0765 -0.240 0.140 0.783 0.34
C 0.3748 0.0885 -0.5718 -0.714 -0.281 0.845 -0.08
C 0.4024 0.4434 0.7530 -0.316 -0.719 -2.033 0.16
C -1.2336 -1.7228 -0.3661 0.203 0.401 0.185 0.54
C -1.7209 -0.4066 1.6187 -0.145 -0.122 0.084 0.82
C -0.7417 -2.6920 -1.0419 0.281 -0.681 -0.155 -0.42
C -0.1483 0.6063 3.1223 -0.054 -0.052 0.485 -0.45
C -3.4573 -1.0457 -0.0229 -1.275 0.026 -0.294 -0.42
C 2.4471 -0.2008 -1.8136 0.861 -0.726 -0.444 -0.40
C 1.0357 1.7642 -2.1441 -0.253 1.043 -0.864 -0.40
N -0.4781 0.1446 1.7731 0.146 0.007 0.404 -0.44
N -2.0360 -1.0358 0.3324 0.258 -0.077 0.195 -0.41
N 1.5206 1.2465 1.0086 0.816 0.412 -0.752 -0.40
N 1.5438 0.7745 -1.1558 -0.283 -0.016 1.054 -0.31
O -2.5597 -0.4198 2.4606 -0.013 -0.034 -0.035 -0.48
H 3.1024 2.0253 -0.1879 0.276 0.172 0.101 0.28
H -0.8595 -3.7006 -0.6631 -0.316 -0.109 0.141 0.30
H -0.1746 -2.6115 -1.9521 0.141 0.342 -0.055 0.28
H 0.7350 0.0866 3.4953 0.055 0.016 -0.026 0.23
H -0.0086 1.6882 3.1493 -0.067 0.039 -0.009 0.21
H -0.9843 0.3654 3.7781 0.164 0.077 -0.095 0.30
H -3.5883 -0.6724 -1.0365 0.142 0.031 0.027 0.24
H -3.8563 -2.0584 0.0375 0.120 0.075 0.076 0.25
H -4.0001 -0.4154 0.6789 0.120 -0.072 -0.092 0.27
H 3.3062 0.3144 -2.2393 -0.046 0.126 0.023 0.25
H 2.7890 -0.9348 -1.0870 -0.083 0.022 0.076 0.25
H 1.9008 -0.7033 -2.6089 -0.120 0.135 0.121 0.26
H 1.8706 2.2738 -2.6222 0.099 -0.061 0.086 0.24
H 0.4550 1.2390 -2.8988 0.052 -0.140 0.174 0.27
H 0.3985 2.4933 -1.6464 -0.002 -0.087 0.094 0.25
H 1.7601 1.6187 1.9270 0.194 0.113 -0.101 0.48